Record 1
{
  "formula": "C6H7ClN2O2S",
  "method": "ωB97M-V/def2-TZVPD",
  "homo_lumo_gap_ha": 0.3029,
  "smiles": "NS(=O)(=O)[C@@H]1C=CC=C/C1=N\\Cl",
  "energy_ha": -1351.09191,
  "max_force_ev_per_a": 5.7,
  "mol_weight_g_mol": 206.7,
  "e_above_lowest_ev": 2.488,
  "species": ["N", "S", "O", "O", "C", "C", "C", "C", "C", "C", "N", "Cl", "H", "H", "H", "H", "H", "H", "H"],
  "coordinates": [[1.309, 2.394, 0.492], [0.055, 1.567, -0.252], [-1.026, 1.574, 0.721], [-0.132, 2.248, -1.499], [0.624, -0.150, -0.749], [-0.575, -0.500, -1.634], [-1.623, -1.109, -1.064], [-1.598, -1.616, 0.305], [-0.519, -1.331, 1.104], [0.752, -1.008, 0.524], [1.893, -0.989, 1.027], [2.090, -1.684, 2.538], [1.755, 3.055, -0.190], [0.966, 2.856, 1.311], [1.673, -0.036, -1.207], [-0.436, -0.261, -2.672], [-2.457, -1.434, -1.677], [-2.394, -1.962, 0.786], [-0.356, -1.614, 2.135]],
  "forces_ev_per_angstrom": [[0.6, -0.3, -1.4], [-0.1, 1.9, 1.1], [1.1, -0.7, -0.8], [-0.1, -0.3, -0.7], [0.7, 0.1, 0.3], [1.2, -0.6, 0.8], [0.2, -1.2, -0.8], [4.7, 3.3, 0.0], [-0.4, -2.3, -0.5], [-2.0, 2.8, -1.8], [2.0, -0.1, -0.3], [0.1, -0.4, 1.0], [-0.7, -1.0, 1.0], [-0.1, 0.1, 0.4], [-1.9, 0.0, 0.3], [-0.6, 0.2, -0.2], [0.0, 0.3, 0.0], [-3.6, -1.5, 1.4], [-1.0, -0.2, 0.2]],
  "nbo_charge": [-1.0698, 2.2563, -0.9312, -0.9543, -0.4907, -0.1673, -0.2134, -0.1307, -0.2391, 0.2084, -0.3992, 0.1166, 0.4110, 0.4090, 0.2881, 0.2404, 0.2249, 0.2094, 0.2316]
}

=====

Record 2
{
  "formula": "C6H18AgFO6",
  "method": "ωB97M-V/def2-TZVPD",
  "homo_lumo_gap_ha": 0.2363,
  "energy_ha": -937.54713,
  "max_force_ev_per_a": 3.4,
  "mol_weight_g_mol": 313.1,
  "e_above_lowest_ev": 1.871,
  "species": ["Ag", "F", "C", "C", "O", "O", "H", "H", "H", "H", "H", "H", "C", "C", "O", "O", "H", "H", "H", "H", "H", "H", "C", "C", "O", "O", "H", "H", "H", "H", "H", "H"],
  "coordinates": [[1.577, 2.478, 2.196], [0.568, 1.411, 0.274], [-3.452, -0.280, 1.779], [-2.744, 0.907, 1.011], [-1.684, 1.517, 1.728], [-4.595, -0.699, 1.037], [-3.849, 0.046, 2.740], [-2.702, -1.072, 1.780], [-3.532, 1.624, 0.781], [-2.371, 0.621, 0.028], [-0.919, 1.385, 1.164], [-4.329, -1.103, 0.208], [2.186, -2.340, 1.895], [1.637, -1.741, 0.586], [0.337, -1.267, 0.774], [2.837, -1.323, 2.605], [3.002, -3.045, 1.739], [1.358, -2.747, 2.477], [1.645, -2.557, -0.136], [2.182, -0.879, 0.199], [0.304, -0.307, 0.791], [3.185, -0.811, 1.871], [0.322, 1.292, -3.406], [1.538, 0.454, -2.898], [2.340, 1.295, -1.918], [-0.646, 1.287, -2.432], [-0.141, 0.945, -4.330], [0.543, 2.339, -3.615], [2.246, 0.451, -3.728], [1.341, -0.539, -2.494], [1.913, 1.316, -1.059], [-0.098, 1.344, -1.646]],
  "forces_ev_per_angstrom": [[-0.8, -0.8, -1.1], [0.8, 0.5, 1.1], [0.8, 0.8, -1.9], [-1.2, -0.1, 0.4], [-0.4, -0.2, 0.4], [-0.2, 0.1, 0.2], [0.5, -0.2, 0.1], [-0.1, -0.2, 0.8], [-0.1, 0.3, 0.2], [0.0, -0.6, 0.0], [0.6, 0.2, -0.2], [0.2, 0.0, 0.0], [0.4, 0.3, -0.9], [-0.5, -0.7, 0.5], [-1.1, -0.7, 0.2], [0.0, 1.5, 0.9], [-0.5, -0.8, -0.5], [0.1, -0.1, -0.1], [-0.2, 0.1, -0.4], [0.9, -0.3, -0.1], [0.3, 0.4, -0.3], [0.5, 0.4, 0.4], [0.6, -0.7, -0.3], [1.4, 3.1, -0.4], [-0.7, -1.2, -1.3], [-1.1, -0.2, 1.2], [0.3, -0.6, -0.1], [1.0, 0.1, -0.1], [0.0, -0.7, 0.0], [-0.3, 0.2, -0.1], [-0.6, -0.1, 0.3], [-0.7, 0.2, 1.0]],
  "nbo_charge": [0.9679, -0.9074, -0.0817, -0.0891, -0.7689, -0.7265, 0.1822, 0.1689, 0.1593, 0.1704, 0.4934, 0.4663, -0.0926, -0.0925, -0.7484, -0.7218, 0.1592, 0.1957, 0.1714, 0.1606, 0.4986, 0.4515, -0.0864, -0.1085, -0.7729, -0.7210, 0.1712, 0.1653, 0.1855, 0.1887, 0.4832, 0.4784]
}

=====

Record 3
{
  "formula": "C4H9S",
  "method": "ωB97M-V/def2-TZVPD",
  "homo_lumo_gap_ha": 0.2452,
  "energy_ha": -555.99985,
  "max_force_ev_per_a": 0.6,
  "mol_weight_g_mol": 89.2,
  "e_above_lowest_ev": 0.123,
  "charge": -1,
  "species": ["C", "C", "C", "C", "H", "H", "H", "H", "H", "H", "H", "H", "S", "H"],
  "coordinates": [[0.602, 2.037, -0.468], [0.998, 0.580, -0.435], [0.082, -0.386, -0.421], [0.356, -1.829, -0.137], [-0.485, 2.113, -0.394], [1.013, 2.575, 0.390], [0.962, 2.541, -1.374], [2.064, 0.371, -0.376], [-0.970, -0.135, -0.489], [1.426, -2.046, -0.040], [-0.146, -2.086, 0.802], [-0.057, -2.484, -0.914], [-2.358, -0.692, 1.576], [-3.487, -0.559, 2.279]],
  "forces_ev_per_angstrom": [[0.1, -0.2, -0.1], [-0.5, 0.3, -0.1], [0.6, -0.1, 0.1], [0.1, -0.2, -0.1], [0.1, 0.1, -0.1], [0.1, 0.0, 0.0], [-0.1, 0.0, 0.1], [0.0, -0.2, 0.1], [0.0, 0.1, 0.1], [-0.1, 0.1, 0.0], [0.0, 0.0, -0.2], [0.0, 0.1, 0.1], [-0.1, 0.0, 0.1], [-0.2, 0.0, 0.1]],
  "nbo_charge": [-0.6326, -0.2364, -0.1510, -0.6531, 0.2268, 0.1977, 0.1841, 0.1676, 0.2358, 0.1803, 0.2636, 0.1984, -1.0712, 0.0898]
}

=====

Record 4
{
  "formula": "C25H25IN3O4STeW",
  "method": "ωB97M-V/def2-TZVPD",
  "spin_multiplicity": 3,
  "homo_lumo_gap_ha": [0.2174, 0.2407],
  "energy_ha": -2463.62526,
  "max_force_ev_per_a": 1.2,
  "mol_weight_g_mol": 901.9,
  "e_above_lowest_ev": 0.678,
  "charge": 1,
  "s2": 2.027,
  "species": ["W", "C", "C", "C", "C", "C", "C", "C", "H", "H", "H", "H", "H", "H", "H", "H", "C", "C", "C", "C", "C", "C", "C", "S", "O", "O", "N", "C", "C", "O", "O", "H", "H", "H", "H", "H", "H", "H", "H", "H", "I", "C", "C", "N", "N", "C", "H", "H", "H", "Te", "C", "C", "C", "C", "C", "C", "H", "H", "H", "H", "H"],
  "coordinates": [[-0.519, -0.683, -0.348], [4.609, -0.888, -0.515], [3.249, -1.518, -0.642], [2.370, -1.548, 0.430], [1.137, -2.220, 0.363], [0.770, -2.821, -0.850], [1.647, -2.796, -1.932], [2.872, -2.170, -1.819], [5.298, -1.586, -0.032], [4.570, 0.017, 0.092], [5.018, -0.632, -1.491], [2.670, -1.090, 1.366], [0.675, -2.554, 1.285], [-0.092, -3.469, -0.884], [1.368, -3.295, -2.851], [3.561, -2.180, -2.657], [-4.483, 1.750, 4.613], [-4.068, 0.753, 3.563], [-2.778, 0.223, 3.538], [-2.402, -0.695, 2.575], [-3.325, -1.080, 1.611], [-4.625, -0.588, 1.631], [-4.982, 0.326, 2.604], [-2.884, -2.176, 0.319], [-4.036, -2.967, 0.047], [-1.577, -2.752, 0.684], [-2.364, -1.334, -0.995], [-3.271, -0.289, -1.476], [-2.953, 0.995, -0.716], [-3.649, 1.960, -0.675], [-1.747, 0.903, -0.127], [-3.645, 2.034, 5.248], [-5.266, 1.332, 5.249], [-4.887, 2.654, 4.152], [-2.064, 0.529, 4.295], [-1.411, -1.126, 2.601], [-5.348, -0.914, 0.893], [-5.992, 0.721, 2.613], [-4.318, -0.566, -1.377], [-3.071, -0.110, -2.533], [1.197, 2.981, 4.331], [0.903, 2.299, 2.425], [0.658, 3.040, 1.276], [0.518, 2.182, 0.272], [0.648, 0.914, 0.680], [0.877, 0.981, 1.998], [0.578, 4.105, 1.121], [0.211, 2.351, -0.680], [1.035, 0.082, 2.575], [0.026, 0.298, -2.753], [2.056, 0.632, -3.111], [2.603, 0.007, -4.227], [3.911, 0.294, -4.604], [4.667, 1.199, -3.870], [4.116, 1.820, -2.756], [2.809, 1.541, -2.373], [2.016, -0.692, -4.811], [4.333, -0.186, -5.479], [5.682, 1.426, -4.170], [4.700, 2.535, -2.187], [2.393, 2.044, -1.511]],
  "forces_ev_per_angstrom": [[-1.0, 0.4, -0.3], [-0.1, 0.0, 0.0], [0.0, 0.0, 0.1], [0.2, 0.2, 0.0], [0.7, -0.5, 0.3], [0.1, -0.5, -0.1], [0.1, 0.1, -0.1], [0.0, -0.1, -0.2], [0.0, 0.0, 0.0], [0.0, 0.0, 0.0], [0.0, 0.0, 0.0], [0.0, 0.0, 0.0], [-0.2, 0.2, 0.0], [-0.2, 0.0, 0.0], [0.0, 0.0, 0.0], [0.0, 0.0, 0.1], [0.1, 0.0, -0.1], [0.0, 0.1, 0.1], [0.0, 0.1, 0.1], [-0.1, 0.1, 0.0], [-0.1, 0.1, 0.0], [0.0, 0.1, 0.0], [-0.1, 0.0, 0.0], [-0.2, -0.3, 0.1], [0.4, -0.2, -0.3], [-0.1, 0.3, 0.3], [0.3, 0.6, 0.6], [0.1, -0.3, 0.0], [0.4, -0.1, 0.1], [-0.1, 0.1, 0.0], [-0.1, -0.1, 0.0], [0.0, 0.0, 0.0], [0.0, 0.0, 0.0], [0.0, -0.1, 0.0], [0.0, 0.0, 0.0], [0.1, -0.1, -0.1], [0.0, 0.0, 0.1], [0.0, 0.0, 0.0], [0.0, 0.0, 0.0], [0.0, 0.0, -0.1], [0.0, 0.1, 0.1], [0.0, 0.1, -0.2], [0.0, 0.2, 0.2], [0.1, 0.0, -0.1], [-0.4, -0.5, 0.0], [0.2, -0.2, 0.1], [0.0, 0.0, 0.0], [-0.1, 0.0, 0.0], [-0.1, 0.1, 0.0], [-0.3, 0.3, -0.4], [0.2, -0.1, 0.0], [0.2, 0.1, 0.0], [0.0, 0.0, 0.0], [0.0, 0.0, 0.0], [0.0, 0.0, 0.0], [0.2, 0.0, -0.1], [0.0, 0.0, 0.0], [0.0, 0.0, 0.0], [0.0, 0.0, 0.0], [0.0, 0.0, 0.0], [0.0, 0.0, 0.0]],
  "nbo_charge": [1.3989, -0.6440, 0.0351, -0.1643, -0.3629, -0.2882, -0.1454, -0.1553, 0.2433, 0.2275, 0.2379, 0.2250, 0.2657, 0.2834, 0.2430, 0.2377, -0.6394, 0.0284, -0.1512, -0.1992, -0.4021, -0.1498, -0.1940, 2.3135, -0.8727, -0.9481, -0.8911, -0.3799, 0.7856, -0.5339, -0.7873, 0.2216, 0.2383, 0.2367, 0.2153, 0.2138, 0.2447, 0.2320, 0.2545, 0.2584, 0.2590, -0.2979, 0.0115, -0.2858, -0.3679, -0.0228, 0.2561, 0.4579, 0.2326, 0.2472, -0.2815, -0.1832, -0.2176, -0.2066, -0.1910, -0.2511, 0.2193, 0.2292, 0.2299, 0.2245, 0.2067]
}